No. 1
{
  "formula": "C5H9NO2",
  "method": "ωB97M-V/def2-TZVPD",
  "elements": ["C", "H", "H", "H", "C", "C", "N", "O", "O", "H", "C", "H", "H", "H", "H", "H", "C"],
  "xyz": [[0.92329, -0.30456, 0.21782], [0.25713, -0.74052, -1.82789], [-1.28821, 2.11278, 0.83458], [-0.90241, 2.39312, -0.81861], [-0.47614, 2.02003, 0.09885], [0.70584, -1.73049, 0.82939], [-1.46790, -0.18724, -0.09033], [-1.50837, -1.22100, -0.73129], [-2.34632, 0.33613, 0.56892], [1.82180, 0.14860, 0.62740], [0.69445, 0.00212, -1.22804], [-0.18072, -1.93740, 1.28298], [1.45339, -1.96968, 1.51478], [1.46169, 0.46735, -1.75065], [0.81061, -2.50611, 0.12896], [0.29162, 2.54565, 0.50440], [-0.24976, 0.57123, -0.16126]],
  "atomic_forces_ev_per_a": [[0.2, -1.8, 0.7], [-0.5, -1.0, -0.4], [0.4, 0.0, -0.2], [0.2, 0.8, -0.3], [-3.0, -1.4, -0.1], [1.7, 1.8, -1.8], [-0.5, 0.4, -0.8], [-1.2, -0.2, 0.8], [-0.8, -1.4, -0.1], [-0.4, 0.4, 0.1], [-0.9, -0.7, 1.5], [-2.8, 0.0, 1.4], [1.4, 0.1, 1.4], [1.0, 1.8, -0.5], [0.1, -0.8, -1.5], [2.7, 1.4, 0.5], [2.5, 0.4, -0.6]],
  "energy_ev": -10911.649,
  "max_force_ev_per_a": 3.32,
  "orbital_gap_ev": 11.2
}


No. 2
{
  "formula": "C5H9NO2",
  "method": "ωB97M-V/def2-TZVPD",
  "elements": ["H", "H", "N", "C", "H", "H", "H", "H", "C", "H", "C", "H", "C", "O", "H", "O", "C"],
  "xyz": [[0.40566, -0.71265, -1.07694], [0.38440, 1.66747, 0.77979], [2.87018, -0.58624, 0.59630], [-2.21726, -0.04640, -1.40297], [-1.47750, 0.69211, -1.68421], [3.22587, 0.19105, 0.06386], [1.22311, -0.45851, 1.99350], [-3.74003, -0.70573, -0.12626], [0.34406, -0.44470, -0.03095], [-0.55267, -0.74070, 0.49507], [0.99581, 0.95036, 0.21319], [3.44560, -0.91098, 1.35365], [1.53075, -0.37267, 0.95838], [-2.48909, 0.54817, 0.87563], [-2.76264, -0.54972, -2.19289], [1.68744, 1.51648, -0.67784], [-2.87368, -0.03735, -0.13730]],
  "atomic_forces_ev_per_a": [[0.5, 0.0, 0.0], [0.2, -0.5, 0.8], [-1.0, -0.3, 0.8], [-0.5, 0.3, 0.0], [0.1, -0.1, 0.2], [0.4, -0.2, -0.3], [0.2, 0.0, 0.0], [-0.4, -0.1, 0.4], [2.2, -0.6, 1.6], [-0.3, 0.9, 0.0], [-2.8, 4.0, -1.3], [0.2, 0.3, 0.1], [-0.2, -2.3, -2.0], [-0.2, 0.3, 0.1], [0.3, -0.1, -0.1], [0.3, -1.2, 0.4], [0.9, -0.3, -0.4]],
  "energy_ev": -10908.761,
  "max_force_ev_per_a": 5.01,
  "orbital_gap_ev": 3.8
}


No. 3
{
  "formula": "C5H9NO2",
  "method": "ωB97M-V/def2-TZVPD",
  "elements": ["C", "O", "H", "H", "C", "C", "H", "H", "H", "C", "N", "O", "H", "H", "H", "C", "H"],
  "xyz": [[-0.37406, 0.79798, -0.17408], [-1.57118, 2.09025, 2.75033], [-0.79204, 0.45788, -1.16454], [0.93581, -0.63027, -2.89421], [1.47508, -0.94691, -0.66452], [0.83246, -1.40406, -1.97016], [1.43385, -2.24026, -2.30276], [1.36500, 0.25523, 0.93488], [-0.24566, -1.86595, -1.83728], [-1.35894, 0.43839, 1.00188], [0.87528, 0.13502, 0.04554], [2.61601, -1.31849, -0.35783], [-0.15102, 0.72842, 2.77941], [-2.30506, 1.00049, 0.63969], [-0.11168, 1.95848, -0.17920], [-1.03813, 1.12422, 2.24035], [-1.58572, -0.58043, 1.15250]],
  "atomic_forces_ev_per_a": [[0.4, 0.6, 0.5], [-0.1, -0.8, -1.0], [0.4, 0.6, 1.1], [-0.6, -1.5, 2.5], [1.2, 2.1, -0.1], [-1.4, 0.0, -1.4], [0.2, -0.2, 0.0], [-0.3, 0.3, -0.5], [1.9, 1.4, -0.4], [-2.7, 3.7, -3.1], [2.0, -2.5, -0.5], [-2.2, 0.2, 0.0], [0.0, -0.2, 0.0], [0.9, -1.2, 0.7], [-1.2, -2.3, -0.1], [1.3, 1.0, 2.3], [0.2, -1.3, -0.1]],
  "energy_ev": -10914.804,
  "max_force_ev_per_a": 5.49,
  "orbital_gap_ev": 10.3
}